Density functional theory data (the ωB97M-V functional and the def2-TZVPD basis) for the ion C6H6ClIN with charge +1 at a distorted geometry.

Results
- Total energy: -28419.846 eV
- E_HOMO (spin up / spin down): -12.01 / -12.37 eV
- Energy above the lowest of the compared OMol25 structures with the same formula, charge and spin: 304.5 kJ/mol
- Charge: +1

```
15
Properties=species:S:1:pos:R:3:forces:R:3:mulliken_charge:R:1
C 1.490 0.236 -0.228 0.9 -1.8 2.0 -0.300
C 0.847 -1.061 -0.178 1.1 -0.2 -2.6 -0.388
C 1.007 1.064 0.786 -1.0 0.5 -1.6 -0.376
C -0.414 -1.246 0.314 0.6 -1.1 0.4 -0.155
C -0.249 0.852 1.373 0.8 0.7 -1.4 -0.086
C -2.235 -0.458 1.504 -2.7 0.4 2.3 0.032
N -1.046 -0.200 0.999 2.8 -1.4 -1.0 0.210
Cl -3.155 -1.756 0.949 0.2 -0.3 -0.2 -0.050
I -3.962 1.412 1.134 2.1 0.5 -2.7 0.203
H 2.531 0.466 -0.659 -2.1 -0.6 0.3 0.347
H 1.305 -1.918 -0.756 -0.6 1.0 0.9 0.317
H 1.495 2.025 0.802 -0.1 0.3 1.0 0.349
H -0.917 -2.258 0.400 0.8 1.7 -0.5 0.321
H -0.699 1.649 1.907 -0.5 0.3 0.7 0.394
H -2.754 1.353 -0.409 -2.2 0.3 2.5 0.181
```
Positions in Å, forces in eV/Å.